1.
A structure of composition C8H16 at a distorted geometry. Source: OMol25; level of theory: the ωB97M-V functional and the def2-TZVPD basis.

Maximum force, eV Å⁻¹: 6.68
Frontier orbital gap, eV: 9.14
Energy relative to the best compared isomer or geometry (same formula, charge and spin), kJ/mol: 287.2
LUMO energy, eV: 1.07

```
24
C8H16 (the ωB97M-V functional and the def2-TZVPD basis)
C -1.0463 0.2214 -0.9697
C 0.6196 -0.3032 -0.0516
C -1.0239 -0.5735 -2.2610
C -2.2809 -0.0538 -0.1364
C 2.6719 0.5226 1.1869
C 0.3567 -1.5707 0.7343
C 0.8461 0.8909 0.6540
C 0.3225 1.9772 1.1820
H -0.9610 1.2855 -1.2004
H 1.2907 -0.4393 -0.8994
H 1.2988 -2.0473 1.0162
H -0.1611 -0.3071 -2.8788
H -1.9195 -0.3801 -2.8693
H -0.9939 -1.6519 -2.0728
H -2.2879 0.5195 0.7938
H -3.2007 0.2054 -0.6817
H -2.3670 -1.1159 0.1167
H 3.1087 -0.4176 0.8528
H 2.6581 0.5542 2.2759
H 3.2180 1.3558 0.7465
H -0.2156 -1.3699 1.6420
H -0.2052 -2.2820 0.1236
H 0.9271 2.6333 1.7990
H -0.6552 2.3463 0.8973
```

2.
A cluster of 2 separate species, C8H16 in total at a distorted geometry. Source: OMol25; level of theory: the ωB97M-V functional and the def2-TZVPD basis.

Maximum force, eV Å⁻¹: 1.20
Spin multiplicity: 2
Total charge: +1
Frontier orbital gap (alpha / beta), eV: 8.25 / 4.22
Energy relative to the best compared isomer or geometry (same formula, charge and spin), kJ/mol: 43.4
LUMO energy (alpha / beta), eV: -4.41 / -8.34

```
24
C8H16 (the ωB97M-V functional and the def2-TZVPD basis)
C 1.9619 2.0442 -1.5702
C 1.8198 0.6977 -0.9232
C 1.0781 -0.2874 -1.4260
C 0.9283 -1.6633 -0.8402
H 1.3603 2.1021 -2.4744
H 1.6706 2.8356 -0.8739
H 3.0058 2.2577 -1.8056
H 2.3992 0.5579 -0.0128
H 0.5085 -0.0661 -2.3243
H 1.5571 -1.7654 0.0430
H -0.1102 -1.8253 -0.5439
H 1.1909 -2.4309 -1.5661
C -1.5170 0.4548 0.9659
C -1.3916 -0.8428 1.4538
C -0.2301 -1.3402 2.2088
C -2.6538 0.9173 0.1576
H -0.7260 1.1657 1.1883
H -2.1923 -1.5558 1.2714
H -0.4771 -1.3942 3.2786
H -0.0019 -2.3551 1.8850
H 0.6228 -0.6794 2.0728
H -3.3221 0.0971 -0.0931
H -2.2760 1.3752 -0.7628
H -3.2053 1.7003 0.6913
```

3.
A structure of composition C8H16AlFNO3 at a distorted geometry. Source: OMol25; level of theory: the ωB97M-V functional and the def2-TZVPD basis.

Maximum force, eV Å⁻¹: 7.88
Total charge: -1
Frontier orbital gap, eV: 8.69
LUMO energy, eV: 3.37

```
30
C8H16AlFNO3 (the ωB97M-V functional and the def2-TZVPD basis)
C -1.9606 0.7766 -1.9300
C -2.7976 0.0245 -0.7338
C -2.2578 -1.4764 -0.3503
C -0.6366 -1.5969 -0.1363
N -0.2361 -1.4725 1.3170
C -0.1665 -0.0383 1.7914
O 0.2845 1.0276 0.8834
Al 2.1934 0.8277 0.8170
C 2.7822 0.2858 -1.0880
C 2.7581 1.6997 -1.9797
O 2.7560 1.5992 -3.3333
O 2.2951 -0.4282 2.2167
C 1.0345 -0.1478 2.9502
F 1.2155 1.2258 3.4862
H -2.6805 1.4626 -2.5803
H -1.4223 0.0208 -2.6776
H -1.1132 1.4247 -1.3966
H -3.9087 -0.1205 -1.1458
H -2.9050 0.7531 0.1976
H -2.6097 -2.3258 -1.1019
H -2.7563 -1.7662 0.6928
H 0.0002 -0.8939 -0.8594
H -0.3391 -2.7053 -0.4657
H -0.9640 -1.9231 1.9484
H -1.0820 0.3964 2.4170
H 2.9987 2.1117 1.2956
H 3.8938 -0.1329 -1.1406
H 2.0328 -0.5084 -1.5539
H 2.7750 2.7520 -1.4199
H 0.8161 -0.8519 3.8797
```

Which value of maximum force does entry 3 give?
7.88 eV Å⁻¹

maximum force of number 3 (C8H16AlFNO3)?
7.88 eV Å⁻¹

Among the records above, which one has the lowest maximum force?
number 2